# 1
DFT (ωB97M-V/def2-TZVPD) results for a 2-piece molecular cluster, C2H8S2 overall.

Last column: Mulliken charge in e.
CARTESIAN COORDINATES (ANGSTROEM)
H -1.55810 -1.89929 -1.34645  0.26
C -0.78500 -1.13773 -1.34751  -0.80
H 0.36652 -0.04826 -2.83986  0.26
S -0.29799 2.52416 4.25241  -0.53
H -0.06232 -1.30474 -0.55803  0.28
S 1.53831 1.22378 4.54272  -0.53
H 2.05899 0.97891 3.31823  0.03
H -0.76338 -1.11621 -3.54438  0.27
C -0.06823 -1.04084 -2.70820  -0.79
H 0.14946 3.79206 4.12873  0.03
H -1.30696 -0.20948 -1.13978  0.27
H 0.72870 -1.76236 -2.75787  0.26

Orbital gap (spin up / spin down), eV: 3.60 / 6.76
Spin multiplicity: 2
F_max, eV/A: 2.48
Molar mass, g/mol: 96.22
Energy relative to the best compared isomer or geometry (same formula, charge and spin), eV: 0.000
Total charge: -1
LUMO (spin up / spin down), eV: 3.109 / 3.105

---

# 2
DFT (ωB97M-V/def2-TZVPD) results for C31H37N5Pb as an isolated structure.

Last column: Mulliken charge in e.
CARTESIAN COORDINATES (ANGSTROEM)
C -1.56107 2.77959 2.93266  -1.46
H -1.63891 3.56878 3.69727  0.33
C -0.36186 -0.73288 -3.03763  1.47
H 3.13922 2.15657 -3.48593  0.32
C 0.53782 2.87004 1.38919  0.73
H 4.05129 1.19082 2.51381  0.37
H 0.01196 1.77619 5.43099  0.33
N 1.96906 -2.57220 -0.16939  -0.33
H -2.12957 3.11242 2.05531  0.38
C -0.13795 2.50933 2.59659  0.52
C 1.05342 -1.92942 -0.89143  -0.70
C -4.37919 0.10787 -0.03465  -1.01
C 0.72292 1.63780 -4.00511  -1.14
C 0.76805 1.77952 3.40857  1.04
H 2.65678 3.07944 -0.41210  0.43
H -5.22164 0.45221 -0.60765  0.42
H -0.56323 -2.18814 -1.42526  0.34
C -2.33940 -5.10561 1.35450  -0.53
H 3.72379 -1.36787 -2.72175  0.41
C -0.97075 -1.97949 -2.47861  -1.13
H -1.96190 1.99294 -5.77190  0.30
C 3.01877 1.10456 -3.19098  -1.86
N -1.49501 -3.10292 2.39737  -0.24
H 3.43418 1.08829 4.18373  0.47
H 0.70320 -4.28804 0.10511  0.47
H -3.31354 -3.94477 2.91713  0.34
C -0.20416 -4.26542 0.68073  -0.53
C -4.38245 -0.65031 1.12413  -0.33
C -3.03218 0.35705 -0.33061  -0.61
C -0.06240 3.56286 0.22984  -1.52
C 3.03769 -1.65816 -1.93369  -0.08
C -1.19339 0.20725 -3.66906  -0.99
C -0.35053 -3.18120 1.62053  -0.07
H 3.75928 0.54037 -3.78120  0.34
C -2.42278 -4.03766 2.27120  -0.22
C 1.87935 2.39048 1.47632  -0.18
H -2.05882 1.88592 3.34054  0.23
C 2.01139 1.71313 2.72012  0.39
C -1.18169 -5.23378 0.56978  -0.56
H -0.72737 -2.87734 -3.07661  0.37
H -0.01468 4.65319 0.37700  0.26
H 4.09116 -2.89766 -0.43821  0.36
C 1.01044 -0.47503 -2.88731  0.05
H -2.73116 -1.37479 2.25768  0.27
H 1.37057 0.67181 5.11611  0.42
H 3.31717 1.04706 -2.13368  0.37
H -2.61319 0.95085 -1.13731  0.62
C 1.59418 0.70323 -3.39702  1.29
H -0.25609 0.26473 4.53282  0.13
C 0.55995 -2.10183 1.67309  -0.30
H 3.23654 1.46649 0.06270  0.06
H -2.06781 -1.86676 -2.43493  0.22
H -1.05201 -6.06949 -0.12575  0.35
H -1.11941 3.28763 0.10140  0.27
H -0.94108 3.28710 -5.11628  0.36
H 1.23338 -2.00017 2.55911  -0.05
H 0.47277 3.32909 -0.70214  0.19
N -3.09398 -0.85145 1.47513  0.13
H -5.20098 -1.06308 1.70592  0.40
H 3.87326 2.90030 0.86651  0.39
C -1.52848 2.40366 -4.85340  -1.49
C 2.95278 2.46413 0.44564  -1.27
C 3.18510 0.91718 3.12681  -1.56
N 1.69181 -1.33326 -2.00086  0.49
H -2.36438 2.71385 -4.21572  0.30
C 3.18053 -2.42473 -0.81128  -1.48
Pb 0.18653 -0.24645 0.61273  0.40
N -2.24259 -0.24879 0.59602  0.26
C -0.64593 1.40030 -4.17246  0.83
H 1.12143 2.60814 -4.32195  0.12
H -3.17185 -5.79826 1.30861  0.38
C 0.45547 1.09614 4.68625  -1.57
H -2.27406 0.00221 -3.73333  0.27
H 2.99622 -0.16354 2.98631  0.03

Orbital gap (spin up / spin down), eV: 2.72 / 2.73
Spin multiplicity: 1
F_max, eV/A: 3.35
Molar mass, g/mol: 686.87
Total charge: -2
LUMO (spin up / spin down), eV: 4.557 / 4.557

---

# 3
DFT (ωB97M-V/def2-TZVPD) results for C37H51N7OOsSSi4Te as an isolated structure.

Last column: Mulliken charge in e.
CARTESIAN COORDINATES (ANGSTROEM)
H 3.98620 -2.49771 -1.57391  0.55
N 2.19882 1.04399 -0.29420  -0.70
C 2.90260 -3.60128 0.52234  -0.97
C 1.41918 0.58609 -4.79791  -1.09
C 0.19810 0.35420 -5.39907  -1.04
H -0.93580 -0.23239 5.58584  0.30
N -1.00428 -0.76264 0.58027  0.95
H -0.07496 2.54094 6.47701  0.27
H 4.27979 -2.02624 2.78524  -0.09
C 5.74202 -0.14474 6.14066  -1.06
H 2.26049 2.09744 8.41841  0.33
N 0.52116 -0.06617 -2.69299  -0.03
H 5.53973 1.12361 2.29614  0.18
H -1.44771 -0.68682 -2.64870  1.54
H -4.12120 -0.59008 -5.80950  0.30
H -2.05344 0.07130 -6.36972  0.28
N -3.32493 -1.18488 -2.63315  -0.28
H -4.25401 3.16765 -1.90075  0.49
C -0.65037 -0.29998 -3.27094  -0.47
C -0.93986 2.61422 -1.46285  1.06
Si 1.30790 -1.19565 6.21043  0.51
H 6.73908 -0.56998 6.17893  0.43
C 3.27755 -1.78675 -1.15773  -1.13
H 3.18033 3.56698 8.20851  0.42
N -5.14053 -2.23926 -1.55612  -0.61
H 2.05494 -2.97217 4.57572  0.02
H -1.68344 -3.21648 2.78270  0.53
H 2.61424 -1.44149 -1.94728  -0.06
H 0.21647 -4.17670 2.47393  0.54
H 0.18689 3.14767 4.84813  0.23
C -3.00811 -1.61785 2.27302  -1.43
Te 1.21788 0.50593 2.67543  -0.12
C -2.14956 -0.06179 0.66555  0.12
H 0.44140 3.13059 -2.98833  0.36
Si 5.05928 -0.21553 4.36033  0.48
H -0.53375 0.19643 7.24041  0.34
C -1.83015 -2.32763 2.19373  -0.42
C 0.37325 3.16857 -1.90268  -1.33
C 2.99708 2.58250 7.78574  -1.01
C 2.11271 -4.21988 1.49323  -0.91
C 2.24102 -1.37475 7.85882  -1.15
C -3.37238 1.68168 -0.63302  -1.03
C 1.53105 0.38647 -3.43349  -0.22
C -5.30059 -1.66298 -3.84743  -0.95
H 0.30836 -2.88110 4.65089  -0.02
C 2.47329 -2.42823 -0.07370  0.76
H 4.55059 3.63208 5.07214  0.28
H 3.84000 -4.03497 0.21689  0.50
H 5.82000 0.87821 6.49374  0.27
C -2.10716 3.20557 -1.94469  -0.93
C -3.92349 -1.74292 -1.60183  -0.55
C -2.15898 -0.21985 -5.33011  -0.66
N -0.97200 1.57338 -0.62918  0.20
H 2.63612 -0.43009 8.21411  0.28
H -4.06732 0.13796 1.61491  0.62
C 0.54099 3.20180 5.87475  -0.93
H -4.30809 1.28264 -0.27676  0.37
C -5.83473 -2.19159 -2.68526  -0.31
H 0.07304 0.50988 -6.46034  0.44
H 7.03401 0.53663 3.00241  0.42
C -0.80830 -1.87780 1.34707  -0.14
H 2.45847 -5.11549 1.98602  0.51
C -2.17822 1.11313 -0.21072  0.57
H 3.07187 -2.06696 7.77762  0.37
S 3.21837 1.77359 0.56887  -0.16
H 2.45294 0.60252 -2.91276  0.43
C 0.87882 -3.68512 1.78088  -0.54
H -1.10363 -1.41129 6.87300  0.39
H 5.12818 -0.69392 6.84577  0.28
H 0.36599 4.21540 6.22951  0.42
C -0.89227 -0.08016 -4.63172  0.83
C -3.40096 -0.61926 -5.00047  -0.79
N 1.32587 -1.83390 0.29466  0.15
C 6.05566 0.95123 3.23419  -0.95
H 3.92393 2.02437 7.85914  0.31
Si 2.38763 2.75209 5.99517  0.27
H 4.56815 -2.69015 4.38935  0.34
H 1.19885 -3.70978 5.91000  0.55
Os 0.58535 0.06431 -0.17474  1.58
C 4.94121 -1.98971 3.64792  -0.76
H -2.02214 4.03098 -2.63448  0.55
O 3.08460 1.14559 2.10085  -0.38
H -5.86319 -1.65573 -4.76466  0.44
H 3.83400 -0.92556 -0.78715  0.19
H 1.20947 2.60955 -1.48282  -0.14
H 1.58402 -1.75897 8.63333  0.41
C -3.99563 -1.15049 -3.78895  0.96
C -3.17007 -0.44872 1.52171  -0.48
C 1.21327 -2.84868 5.24916  -0.53
C 0.47967 -2.49229 1.16187  0.93
H 6.21687 1.91634 3.70477  0.30
H 5.91308 -2.35212 3.32549  0.50
H -3.34621 -1.80244 -0.68878  0.82
H -6.83526 -2.59698 -2.64443  0.43
C -0.48305 -0.59812 6.50404  -1.09
H 3.28566 4.83113 4.92323  0.45
H 2.26380 0.92090 -5.37764  0.46
H -3.80633 -1.95450 2.91389  0.55
C -3.33855 2.73382 -1.53269  -0.87
H 3.34718 3.48210 3.80290  0.19
Si 2.64245 0.30071 4.78807  0.18
H 0.45163 4.21331 -1.60137  0.55
C 3.49999 3.76909 4.83891  -0.90

Orbital gap (spin up / spin down), eV: 5.23 / 4.56
Spin multiplicity: 5
F_max, eV/A: 1.99
Molar mass, g/mol: 1072.10
Total charge: +2
LUMO (spin up / spin down), eV: -5.583 / -7.600

---

# 4
DFT (ωB97M-V/def2-TZVPD) results for one molecule with the formula C6H8N2.

Last column: Mulliken charge in e.
CARTESIAN COORDINATES (ANGSTROEM)
N -0.44642 -0.37232 -1.45035  -0.56
H -1.20015 2.68347 -1.22638  0.24
H 0.93806 1.49105 1.80128  0.26
H -1.56228 0.70948 -2.75529  0.50
C 0.32316 2.02880 1.11182  -1.11
H 0.29667 3.16166 1.18122  0.27
H 1.04258 -2.92623 -0.23046  0.29
C 0.07913 -0.09737 -0.24712  0.47
C 0.46032 -2.62929 0.62540  -1.09
C -0.01727 1.35290 -0.03179  0.56
N -0.63987 1.86220 -1.16237  -0.17
H -0.50876 -2.83198 0.21347  0.31
C -0.99586 0.70368 -1.91707  -0.29
C 0.49829 -1.22425 0.99028  -0.32
H 1.02632 -0.61725 1.69070  0.28
H 0.70608 -3.29454 1.40666  0.37

Orbital gap (spin up / spin down), eV: 7.35 / 7.60
SMILES: C=c1[nH]cn/c1=C\C
Spin multiplicity: 1
F_max, eV/A: 7.56
Molar mass, g/mol: 108.14
Energy relative to the best compared isomer or geometry (same formula, charge and spin), eV: 3.648
Total charge: 0
LUMO (spin up / spin down), eV: 0.308 / -0.100